172
Properties=species:S:1:pos:R:3 method="wB97M-V/def2-TZVPD" total_charge=+1 energy_ev=-125064.895
C 5.192 -2.728 1.541
C 6.152 -2.387 0.395
C 5.634 -1.267 -0.509
C 6.041 0.157 -0.075
C 4.860 1.063 0.242
C 5.156 2.551 0.151
C 3.921 3.444 0.295
C 3.090 3.532 -0.986
C 2.106 4.694 -0.981
C 0.853 4.617 -0.076
C 0.346 3.248 0.337
C -0.571 2.657 -0.736
C -0.041 2.197 -2.060
O -1.185 2.135 -2.917
C -0.922 1.939 -4.246
F -0.087 0.886 -4.455
F -0.340 3.040 -4.799
F -2.106 1.704 -4.862
N -1.543 1.726 -0.064
C -1.175 0.304 0.184
I 0.843 -0.114 0.505
C -2.160 -0.627 0.208
C -3.615 -0.280 0.080
I -1.790 -2.656 0.480
C -1.967 2.546 1.134
C -3.054 3.552 0.799
C -4.320 3.060 0.093
C -4.935 4.185 -0.716
F -4.150 4.383 -1.856
C -0.620 3.212 1.593
P -0.593 4.696 2.692
C -1.860 4.215 3.919
O -1.430 5.861 1.857
H 4.651 -3.647 1.323
H 4.451 -1.944 1.689
H 5.726 -2.906 2.471
H 7.145 -2.173 0.779
H 6.259 -3.290 -0.204
H 4.543 -1.330 -0.504
H 5.932 -1.453 -1.539
H 6.674 0.070 0.806
H 6.646 0.607 -0.860
H 4.488 0.841 1.244
H 4.065 0.849 -0.474
H 5.908 2.843 0.882
H 5.603 2.743 -0.826
H 4.287 4.446 0.510
H 3.320 3.082 1.131
H 3.786 3.727 -1.798
H 2.630 2.562 -1.192
H 1.807 4.920 -2.004
H 2.688 5.550 -0.646
H 1.032 5.243 0.792
H 0.031 5.088 -0.626
H 1.124 2.554 0.618
H -1.215 3.502 -0.980
H 0.460 1.236 -2.003
H 0.680 2.927 -2.418
H -2.319 1.674 -0.732
H -3.850 0.554 0.734
H -3.897 -0.091 -0.951
H -4.223 -1.113 0.408
H -2.235 1.868 1.938
H -2.625 4.313 0.150
H -3.333 4.052 1.718
H -4.113 2.271 -0.625
H -5.058 2.690 0.801
H -4.909 5.115 -0.150
H -5.949 3.951 -1.025
H -0.170 2.488 2.275
H -2.414 5.106 4.198
H -1.334 3.840 4.791
H -2.579 3.470 3.588
H -1.352 5.738 0.912
O -4.744 -2.307 -2.140
C -5.084 -2.384 -3.293
O -5.200 -3.598 -3.837
C -5.755 -3.821 -5.140
C -4.719 -3.673 -6.234
C -5.318 -1.154 -4.141
H -6.623 -3.182 -5.300
H -6.119 -4.846 -5.105
H -4.325 -2.658 -6.283
H -5.158 -3.914 -7.202
H -3.881 -4.345 -6.052
H -4.359 -0.824 -4.541
H -5.722 -0.372 -3.502
H -6.009 -1.303 -4.965
O 4.990 4.943 -3.106
C 4.896 6.050 -3.565
O 5.050 7.092 -2.735
C 5.119 8.448 -3.193
C 3.747 9.064 -3.359
C 4.542 6.286 -5.014
H 5.717 8.513 -4.102
H 5.672 8.968 -2.414
H 3.166 8.552 -4.126
H 3.837 10.112 -3.644
H 3.192 9.002 -2.424
H 3.458 6.246 -5.114
H 4.974 5.481 -5.602
H 4.898 7.231 -5.414
O -8.675 1.710 -1.468
C -9.305 2.707 -1.246
O -9.711 2.943 0.013
C -10.305 4.181 0.421
C -11.797 4.211 0.170
C -9.696 3.666 -2.348
H -9.791 5.024 -0.044
H -10.106 4.239 1.489
H -12.029 4.141 -0.893
H -12.226 5.138 0.551
H -12.278 3.371 0.669
H -10.614 3.305 -2.809
H -8.907 3.659 -3.096
H -9.844 4.692 -2.022
O -6.887 -5.951 4.899
C -6.401 -5.451 3.925
O -6.595 -4.128 3.722
C -5.948 -3.419 2.665
C -6.714 -3.514 1.359
C -5.646 -6.245 2.888
H -4.915 -3.748 2.559
H -5.925 -2.383 3.006
H -6.767 -4.542 1.003
H -6.231 -2.916 0.584
H -7.735 -3.156 1.493
H -6.365 -6.666 2.184
H -5.129 -7.058 3.389
H -4.909 -5.665 2.349
O 9.194 -3.398 1.958
C 9.415 -3.730 3.087
O 8.410 -4.276 3.802
C 8.609 -4.860 5.090
C 8.547 -3.833 6.202
C 10.755 -3.492 3.745
H 9.534 -5.436 5.113
H 7.792 -5.572 5.195
H 9.347 -3.098 6.114
H 8.636 -4.319 7.173
H 7.599 -3.296 6.163
H 10.771 -2.475 4.135
H 11.523 -3.583 2.983
H 10.991 -4.182 4.551
O 6.312 -5.497 -0.868
C 6.189 -5.795 -2.022
O 6.491 -7.050 -2.398
C 6.237 -7.549 -3.713
C 7.361 -7.226 -4.675
C 5.780 -4.779 -3.066
H 5.270 -7.199 -4.076
H 6.156 -8.626 -3.584
H 7.476 -6.150 -4.814
H 7.167 -7.676 -5.649
H 8.305 -7.612 -4.291
H 6.671 -4.239 -3.385
H 5.097 -4.074 -2.599
H 5.291 -5.202 -3.939
O -2.761 -4.822 3.026
C -2.269 -4.665 4.113
O -3.070 -4.806 5.173
C -2.599 -4.806 6.527
C -2.481 -3.405 7.086
C -0.830 -4.250 4.295
H -1.666 -5.366 6.606
H -3.354 -5.366 7.074
H -1.741 -2.815 6.544
H -2.186 -3.442 8.134
H -3.439 -2.891 7.009
H -0.772 -3.166 4.208
H -0.244 -4.695 3.495
H -0.395 -4.553 5.244